{
  "formula": "C3H5N3",
  "method": "ωB97M-V/def2-TZVPD",
  "homo_energy_ev": -8.9,
  "orbital_gap_ev": 9.5562,
  "e_above_lowest_kcal_mol": 122.7,
  "e_tot_ha": -281.39444,
  "largest_force_ev_per_a": 0.7,
  "species": ["N", "C", "N", "N", "C", "C", "H", "H", "H", "H", "H"],
  "xyz": [[-2.53, 0.15, 0.29], [-0.24, 0.04, -0.35], [0.62, -0.75, -0.74], [1.86, -0.63, -0.07], [2.35, 0.57, 0.11], [-1.29, 0.78, -0.06], [-2.76, -0.47, -0.49], [-2.48, -0.42, 1.12], [2.34, -1.53, -0.03], [3.39, 0.42, 0.45], [-1.27, 1.85, -0.24]],
  "nbo_charge": [-0.818, 0.384, -0.317, -0.412, -0.117, -0.183, 0.366, 0.369, 0.386, 0.116, 0.227]
}

***

{
  "formula": "C35H47AsCoN9OPS2",
  "method": "ωB97M-V/def2-TZVPD",
  "homo_energy_ev": [-12.0, -12.0],
  "orbital_gap_ev": [6.8649, 7.4900],
  "e_above_lowest_kcal_mol": 23.9,
  "spin_multiplicity": 2,
  "e_tot_ha": -6685.83809,
  "largest_force_ev_per_a": 1.5,
  "total_charge": 2,
  "species": ["Co", "C", "N", "C", "C", "N", "C", "P", "C", "N", "C", "C", "N", "C", "C", "N", "C", "C", "N", "C", "H", "H", "H", "H", "H", "H", "H", "H", "H", "H", "H", "H", "H", "H", "H", "C", "C", "N", "C", "C", "S", "C", "C", "S", "C", "N", "C", "H", "H", "H", "H", "H", "H", "H", "H", "C", "As", "C", "C", "C", "C", "C", "C", "C", "C", "H", "H", "H", "H", "H", "H", "H", "H", "H", "H", "H", "H", "H", "O", "C", "C", "C", "C", "C", "C", "N", "H", "H", "H", "H", "H", "H", "H", "H", "H", "H", "H"],
  "xyz": [[-0.66, -0.25, -0.06], [1.75, -5.42, -0.04], [1.31, -4.18, 0.55], [1.33, -3.86, 1.87], [0.79, -2.61, 1.97], [0.44, -2.16, 0.74], [0.77, -3.12, -0.10], [0.51, -3.13, -1.91], [1.15, -1.44, -2.16], [0.93, -0.37, -1.41], [1.73, 0.61, -1.89], [2.45, 0.13, -2.96], [2.07, -1.16, -3.12], [2.55, -2.07, -4.13], [-1.28, -2.79, -1.71], [-1.81, -1.85, -0.95], [-3.13, -2.11, -0.87], [-3.41, -3.24, -1.58], [-2.23, -3.67, -2.11], [-2.07, -4.84, -2.92], [2.67, -5.27, -0.61], [1.94, -6.15, 0.75], [0.98, -5.81, -0.71], [1.71, -4.52, 2.62], [0.65, -2.01, 2.85], [1.76, 1.58, -1.43], [3.16, 0.61, -3.60], [3.27, -1.56, -4.76], [3.02, -2.94, -3.68], [1.71, -2.40, -4.75], [-3.81, -1.49, -0.32], [-4.32, -3.77, -1.75], [-2.92, -4.93, -3.60], [-1.15, -4.77, -3.50], [-2.04, -5.73, -2.29], [-1.85, -0.86, 3.30], [-2.65, 0.00, 2.40], [-2.34, 0.26, 1.17], [-3.23, 1.10, 0.57], [-4.26, 1.50, 1.39], [-4.10, 0.79, 2.94], [-3.02, 1.48, -0.81], [-3.75, 2.38, -1.55], [-3.16, 2.44, -3.16], [-1.97, 1.25, -2.74], [-2.01, 0.87, -1.51], [-1.07, 0.69, -3.78], [-0.90, -0.38, 3.52], [-1.65, -1.80, 2.79], [-2.38, -1.06, 4.23], [-5.08, 2.15, 1.18], [-4.59, 2.97, -1.26], [-1.50, 0.81, -4.77], [-0.91, -0.37, -3.59], [-0.10, 1.19, -3.77], [2.45, 0.18, 3.82], [2.10, 0.50, 1.90], [3.04, 2.22, 1.81], [3.49, -0.73, 1.12], [4.88, -0.23, 1.26], [5.41, 0.64, 0.32], [6.71, 1.08, 0.43], [7.51, 0.66, 1.48], [6.98, -0.20, 2.43], [5.68, -0.64, 2.33], [3.49, 0.37, 4.04], [2.21, -0.84, 4.10], [1.84, 0.86, 4.42], [4.10, 2.09, 2.04], [2.61, 2.90, 2.55], [2.95, 2.67, 0.83], [3.23, -0.86, 0.07], [3.36, -1.69, 1.63], [4.79, 0.97, -0.51], [7.12, 1.76, -0.32], [8.53, 0.99, 1.56], [7.60, -0.54, 3.25], [5.28, -1.32, 3.07], [-0.22, 1.90, 0.36], [-0.10, 3.06, 0.71], [-0.47, 4.25, -0.14], [-1.79, 4.81, 0.44], [-1.81, 5.12, 1.95], [-1.91, 3.88, 2.87], [-0.58, 3.13, 3.07], [0.31, 3.42, 1.96], [-0.63, 3.96, -1.18], [0.31, 5.01, -0.10], [-2.60, 4.11, 0.22], [-2.00, 5.74, -0.09], [-2.69, 5.73, 2.13], [-0.95, 5.74, 2.22], [-2.64, 3.21, 2.42], [-2.29, 4.20, 3.84], [-0.74, 2.05, 3.13], [-0.09, 3.46, 3.99], [0.58, 4.40, 2.00]],
  "lowdin_charge": [0.595, -0.018, -0.118, -0.028, -0.164, 0.032, -0.445, 1.209, -0.452, 0.020, -0.120, -0.027, -0.113, -0.018, -0.438, 0.015, -0.089, -0.023, -0.123, -0.017, 0.102, 0.105, 0.084, 0.133, 0.073, 0.111, 0.137, 0.106, 0.095, 0.099, 0.107, 0.133, 0.106, 0.074, 0.106, -0.053, -0.598, 0.035, -0.337, -0.317, 1.144, -0.340, -0.323, 1.128, -0.585, 0.042, -0.056, 0.073, 0.076, 0.089, 0.090, 0.085, 0.085, 0.071, 0.079, -0.301, 1.161, -0.298, -0.319, -0.341, -0.081, -0.076, -0.077, -0.070, -0.055, 0.023, 0.010, 0.018, 0.026, 0.014, 0.019, 0.046, 0.060, 0.102, 0.106, 0.107, 0.108, 0.110, -0.042, -0.459, -0.071, -0.157, -0.173, -0.153, -0.151, 0.036, 0.116, 0.132, 0.092, 0.122, 0.120, 0.119, 0.067, 0.118, 0.095, 0.129, 0.131]
}

***

{
  "formula": "C10H12FN",
  "method": "ωB97M-V/def2-TZVPD",
  "smiles": "F[C@@H]1CNCc2ccccc2C1",
  "homo_energy_ev": -8.5,
  "orbital_gap_ev": 9.4822,
  "e_above_lowest_kcal_mol": 22.9,
  "e_tot_ha": -542.81547,
  "largest_force_ev_per_a": 4.6,
  "species": ["F", "C", "C", "N", "C", "C", "C", "C", "C", "C", "C", "C", "H", "H", "H", "H", "H", "H", "H", "H", "H", "H", "H", "H"],
  "xyz": [[-0.55, 1.05, -2.29], [0.79, 1.14, -1.80], [1.64, -0.21, -1.90], [1.32, -1.43, -1.14], [1.20, -1.32, 0.28], [-0.06, -0.66, 0.74], [-1.03, -1.46, 1.35], [-2.21, -1.02, 1.94], [-2.43, 0.37, 1.68], [-1.49, 1.25, 1.07], [-0.36, 0.74, 0.51], [0.57, 1.64, -0.18], [1.36, 1.81, -2.36], [1.80, -0.44, -2.92], [2.71, 0.17, -1.65], [0.35, -1.84, -1.39], [2.11, -0.73, 0.61], [1.09, -2.36, 0.64], [-0.72, -2.54, 1.29], [-2.99, -1.60, 2.43], [-3.31, 0.83, 2.25], [-1.68, 2.30, 0.86], [0.29, 2.66, -0.24], [1.61, 1.66, 0.23]],
  "nbo_charge": [-0.385, 0.218, -0.264, -0.613, -0.239, -0.038, -0.205, -0.228, -0.189, -0.206, -0.027, -0.442, 0.163, 0.214, 0.194, 0.361, 0.199, 0.205, 0.199, 0.229, 0.208, 0.214, 0.220, 0.213]
}

***

{
  "formula": "C6H12NS",
  "method": "ωB97M-V/def2-TZVPD",
  "homo_energy_ev": -2.6,
  "orbital_gap_ev": 6.2966,
  "e_above_lowest_kcal_mol": 11.1,
  "e_tot_ha": -688.72811,
  "largest_force_ev_per_a": 1.9,
  "total_charge": -1,
  "species": ["C", "C", "S", "N", "H", "H", "H", "H", "H", "H", "C", "C", "C", "C", "H", "H", "H", "H", "H", "H"],
  "xyz": [[-2.18, -2.16, 0.48], [-0.88, -1.41, 0.40], [-0.49, -1.02, -1.30], [-2.36, -3.40, -0.40], [-2.92, -1.48, 0.07], [-2.50, -2.42, 1.50], [-0.08, -1.96, 0.94], [-1.02, -0.42, 0.97], [-1.63, -4.10, -0.17], [-2.11, -3.10, -1.35], [0.02, 2.49, -0.97], [1.04, 1.78, -0.42], [2.15, 2.47, 0.25], [3.26, 1.83, 0.74], [0.14, 3.57, -0.99], [-0.84, 2.02, -1.45], [1.02, 0.69, -0.55], [2.03, 3.54, 0.37], [4.13, 2.33, 1.16], [3.24, 0.74, 0.73]],
  "nbo_charge": [-0.232, -0.555, -0.686, -0.868, 0.180, 0.158, 0.166, 0.176, 0.327, 0.378, -0.384, -0.257, -0.195, -0.427, 0.158, 0.231, 0.267, 0.180, 0.185, 0.199]
}

***

{
  "formula": "C2H5NO4",
  "method": "ωB97M-V/def2-TZVPD",
  "homo_energy_ev": -10.3,
  "orbital_gap_ev": 4.8538,
  "e_above_lowest_kcal_mol": 164.7,
  "e_tot_ha": -434.73161,
  "largest_force_ev_per_a": 3.4,
  "species": ["O", "C", "N", "C", "O", "O", "H", "H", "H", "H", "H", "O"],
  "xyz": [[-0.61, -1.95, -2.55], [-0.27, -1.71, -1.36], [-0.60, -0.42, -0.89], [0.09, 0.35, 0.11], [1.05, -0.15, 0.66], [-0.57, 1.37, 0.35], [0.83, -1.78, -1.16], [-1.16, 0.03, -1.61], [-0.62, -2.47, -0.60], [1.29, 1.89, 2.31], [-0.08, 2.45, 2.04], [0.63, 2.39, 2.69]],
  "nbo_charge": [-0.365, -0.031, -0.338, 0.815, -0.670, -0.618, 0.435, 0.429, 0.345, 0.466, 0.487, -0.956]
}

***

{
  "formula": "C9H12N4",
  "method": "ωB97M-V/def2-TZVPD",
  "smiles": "CC1=[NH+][C@H]2N3[C@@H]4C=NC=[NH+][C@]23[C@]14C",
  "homo_energy_ev": -18.3,
  "orbital_gap_ev": 8.7765,
  "e_above_lowest_kcal_mol": 80.4,
  "e_tot_ha": -568.31233,
  "largest_force_ev_per_a": 10.6,
  "total_charge": 2,
  "species": ["C", "C", "N", "C", "N", "C", "C", "N", "C", "N", "C", "C", "C", "H", "H", "H", "H", "H", "H", "H", "H", "H", "H", "H", "H"],
  "xyz": [[2.56, -0.26, 0.03], [1.29, 0.54, 0.04], [1.38, 1.88, 0.23], [-0.20, 2.20, 0.43], [-1.09, 1.86, -0.64], [-0.72, 0.57, -1.31], [-2.13, 0.06, -1.65], [-2.87, -0.39, -0.78], [-3.02, -0.36, 0.50], [-2.38, 0.61, 1.25], [-1.21, 0.99, 0.66], [-0.13, -0.04, -0.05], [-0.27, -1.50, 0.24], [2.56, -1.37, -0.19], [2.88, -0.27, 1.08], [3.47, 0.02, -0.68], [2.19, 2.25, 0.55], [-0.32, 3.11, 0.80], [-0.08, 0.73, -2.26], [-2.39, 0.43, -2.65], [-3.62, -1.01, 1.05], [-2.77, 1.00, 2.03], [-1.30, -1.75, 0.54], [0.59, -1.93, 0.92], [-0.11, -2.17, -0.57]],
  "nbo_charge": [-0.789, 0.562, -0.457, 0.177, -0.335, -0.123, 0.336, -0.351, 0.406, -0.519, 0.236, -0.138, -0.661, 0.295, 0.305, 0.331, 0.455, 0.247, 0.264, 0.270, 0.254, 0.459, 0.233, 0.276, 0.269]
}

***

{
  "formula": "C18H36O18",
  "method": "ωB97M-V/def2-TZVPD",
  "smiles": "COC(=O)OC.COC(=O)OC.COC(=O)OC.COC(=O)OC.COC(=O)OC.COC(=O)OC",
  "homo_energy_ev": -10.7,
  "orbital_gap_ev": 11.1295,
  "e_above_lowest_kcal_mol": 31.5,
  "e_tot_ha": -2061.76714,
  "largest_force_ev_per_a": 1.9,
  "species": ["C", "O", "C", "O", "O", "C", "H", "H", "H", "H", "H", "H", "C", "O", "C", "O", "O", "C", "H", "H", "H", "H", "H", "H", "C", "O", "C", "O", "O", "C", "H", "H", "H", "H", "H", "H", "C", "O", "C", "O", "O", "C", "H", "H", "H", "H", "H", "H", "C", "O", "C", "O", "O", "C", "H", "H", "H", "H", "H", "H", "C", "O", "C", "O", "O", "C", "H", "H", "H", "H", "H", "H"],
  "xyz": [[-1.24, 2.17, 3.18], [-0.32, 2.83, 4.04], [0.20, 2.16, 5.05], [0.00, 1.00, 5.29], [0.81, 3.03, 5.86], [1.26, 2.58, 7.12], [-0.79, 1.36, 2.62], [-1.56, 2.97, 2.51], [-2.14, 1.81, 3.68], [1.62, 1.56, 7.06], [0.57, 2.76, 7.94], [2.15, 3.16, 7.39], [6.52, 0.94, -2.90], [5.18, 0.57, -2.62], [4.43, 0.25, -3.67], [4.77, 0.31, -4.82], [3.26, -0.16, -3.18], [2.16, -0.28, -4.08], [6.58, 1.91, -3.40], [7.21, 0.26, -3.39], [6.97, 1.10, -1.91], [1.45, 0.54, -3.97], [1.72, -1.24, -3.82], [2.46, -0.34, -5.12], [-1.64, 8.72, -2.50], [-1.35, 7.33, -2.38], [-1.49, 6.82, -1.16], [-1.64, 7.46, -0.16], [-1.59, 5.50, -1.27], [-1.42, 4.78, -0.05], [-1.02, 9.42, -1.96], [-2.71, 8.79, -2.27], [-1.58, 8.99, -3.56], [-0.54, 5.14, 0.48], [-1.31, 3.72, -0.29], [-2.33, 4.87, 0.54], [0.85, -6.65, -0.52], [1.70, -5.95, 0.41], [1.14, -5.13, 1.29], [-0.02, -5.05, 1.55], [2.12, -4.36, 1.75], [1.74, -3.24, 2.51], [0.03, -5.99, -0.79], [0.50, -7.51, 0.04], [1.40, -7.02, -1.38], [0.73, -2.92, 2.24], [2.49, -2.46, 2.48], [1.63, -3.50, 3.57], [-0.90, 1.79, -2.68], [-1.05, 0.46, -2.19], [-1.08, 0.31, -0.87], [-1.10, 1.19, -0.05], [-1.34, -0.98, -0.64], [-1.56, -1.30, 0.74], [-0.45, 2.38, -1.88], [-1.86, 2.19, -3.00], [-0.28, 1.84, -3.57], [-2.25, -0.61, 1.22], [-0.59, -1.43, 1.22], [-2.07, -2.26, 0.82], [-3.38, -5.37, 1.40], [-4.09, -4.59, 0.44], [-3.67, -4.24, -0.75], [-4.19, -3.40, -1.43], [-2.57, -4.91, -1.13], [-1.86, -4.42, -2.26], [-3.33, -6.43, 1.16], [-3.91, -5.26, 2.34], [-2.36, -4.99, 1.44], [-1.28, -3.52, -2.06], [-2.54, -4.18, -3.08], [-1.27, -5.26, -2.61]],
  "lowdin_charge": [-0.031, 0.012, -0.616, 0.123, 0.006, -0.052, 0.081, 0.085, 0.102, 0.093, 0.096, 0.091, -0.062, 0.012, -0.615, 0.139, 0.005, -0.025, 0.097, 0.098, 0.093, 0.071, 0.098, 0.094, -0.044, 0.001, -0.646, 0.135, 0.007, -0.028, 0.096, 0.102, 0.091, 0.106, 0.061, 0.100, -0.003, 0.005, -0.619, 0.130, 0.016, -0.042, 0.071, 0.101, 0.095, 0.070, 0.099, 0.101, -0.025, 0.012, -0.599, 0.110, 0.014, -0.014, 0.081, 0.105, 0.078, 0.102, 0.086, 0.088, -0.023, 0.013, -0.641, 0.137, -0.024, -0.040, 0.098, 0.096, 0.066, 0.095, 0.096, 0.085]
}

***

{
  "formula": "C32H44N5",
  "method": "ωB97M-V/def2-TZVPD",
  "smiles": "CN(C)c1ccc(C(=C[C@H](c2ccc(N(C)C)cc2)[N@H+]2CCC[C@H]2CN)c2ccc(N(C)C)cc2)cc1",
  "homo_energy_ev": -9.3,
  "orbital_gap_ev": 7.3083,
  "e_tot_ha": -1519.25628,
  "largest_force_ev_per_a": 1.6,
  "total_charge": 1,
  "species": ["C", "N", "C", "C", "C", "C", "C", "C", "C", "C", "C", "C", "C", "C", "N", "C", "C", "C", "C", "N", "C", "C", "C", "C", "C", "N", "C", "C", "C", "C", "N", "C", "C", "C", "C", "C", "C", "H", "H", "H", "H", "H", "H", "H", "H", "H", "H", "H", "H", "H", "H", "H", "H", "H", "H", "H", "H", "H", "H", "H", "H", "H", "H", "H", "H", "H", "H", "H", "H", "H", "H", "H", "H", "H", "H", "H", "H", "H", "H", "H", "H"],
  "xyz": [[6.12, -4.13, 3.74], [4.70, -4.42, 3.56], [4.40, -5.83, 3.44], [3.76, -3.43, 3.47], [2.40, -3.69, 3.12], [1.48, -2.66, 2.96], [1.83, -1.30, 3.16], [0.84, -0.22, 3.02], [-0.45, -0.47, 2.61], [-1.47, 0.55, 2.31], [-2.89, 0.18, 2.81], [-3.98, 0.98, 2.44], [-5.30, 0.53, 2.54], [-5.60, -0.69, 3.21], [-6.89, -1.14, 3.32], [-7.18, -2.33, 4.08], [-7.99, -0.34, 2.85], [-4.49, -1.41, 3.75], [-3.17, -0.96, 3.58], [-1.41, 0.92, 0.68], [-2.36, 0.04, -0.06], [-2.96, 0.90, -1.16], [-2.32, 2.30, -1.11], [-1.38, 2.35, 0.10], [-1.82, 3.44, 1.06], [-0.93, 3.55, 2.18], [1.28, 1.18, 3.30], [0.57, 2.01, 4.20], [0.97, 3.32, 4.46], [2.16, 3.82, 3.86], [2.53, 5.13, 4.04], [3.92, 5.49, 3.90], [1.58, 6.20, 3.90], [2.93, 2.97, 3.04], [2.45, 1.70, 2.71], [3.17, -1.06, 3.57], [4.11, -2.07, 3.70], [6.39, -3.17, 3.29], [6.39, -4.11, 4.81], [6.74, -4.92, 3.27], [3.33, -6.00, 3.55], [4.73, -6.26, 2.47], [4.95, -6.41, 4.21], [2.03, -4.69, 2.96], [0.47, -2.93, 2.67], [-0.75, -1.52, 2.47], [-1.26, 1.55, 2.67], [-3.81, 1.95, 1.96], [-6.09, 1.16, 2.13], [-6.95, -2.23, 5.14], [-8.24, -2.56, 3.98], [-6.59, -3.16, 3.68], [-7.88, -0.09, 1.79], [-8.90, -0.93, 3.00], [-8.10, 0.62, 3.39], [-4.69, -2.30, 4.36], [-2.35, -1.55, 4.01], [-0.48, 0.58, 0.40], [-3.10, -0.31, 0.67], [-1.80, -0.86, -0.37], [-4.05, 0.95, -0.96], [-2.80, 0.42, -2.13], [-3.08, 3.08, -0.96], [-1.80, 2.56, -2.04], [-0.33, 2.56, -0.22], [-2.81, 3.17, 1.44], [-1.94, 4.40, 0.54], [0.05, 3.68, 1.92], [-1.22, 4.28, 2.81], [-0.32, 1.60, 4.68], [0.39, 3.93, 5.15], [4.54, 4.66, 4.26], [4.18, 5.72, 2.86], [4.13, 6.38, 4.51], [0.56, 5.80, 3.76], [1.59, 6.85, 4.79], [1.83, 6.83, 3.03], [3.88, 3.31, 2.60], [3.03, 1.08, 2.00], [3.48, -0.05, 3.79], [5.12, -1.79, 4.00]],
  "lowdin_charge": [-0.059, -0.190, -0.057, -0.206, -0.012, -0.027, -0.171, -0.116, -0.035, -0.138, -0.202, -0.051, -0.008, -0.219, -0.197, -0.061, -0.062, -0.003, -0.023, 0.037, -0.113, -0.124, -0.114, -0.212, -0.238, 0.021, -0.194, -0.042, -0.033, -0.254, -0.220, -0.074, -0.063, -0.014, -0.053, -0.025, -0.011, 0.080, 0.101, 0.094, 0.071, 0.099, 0.098, 0.094, 0.100, 0.100, 0.082, 0.090, 0.101, 0.098, 0.085, 0.090, 0.089, 0.086, 0.098, 0.102, 0.118, 0.169, 0.105, 0.144, 0.120, 0.116, 0.116, 0.124, 0.164, 0.094, 0.133, 0.090, 0.087, 0.131, 0.122, 0.095, 0.092, 0.093, 0.071, 0.093, 0.094, 0.109, 0.125, 0.100, 0.099]
}